No. 1
56
Properties=species:S:1:pos:R:3:forces:R:3:mulliken_charge:R:1 method="wB97M-V/def2-TZVPD" e_above_lowest_kj_mol=1938.9 lumo_ev=-0.28 homo_energy_ev=-8.95 smiles="COc1ccc(-n2c(Cc3cc(=O)[nH]c(=O)[nH]3)nnc2SCC(=O)NC2CCCC2)cc1" orbital_gap_ha=0.318 max_force_ev_per_a=18.140
C -5.8124 2.7694 2.7696 1.0217 7.0294 -1.5614 -0.862
O -4.2880 3.1942 2.5630 -1.9999 -6.0677 -0.4853 -0.370
C -3.5698 1.9262 2.0591 -8.5167 0.3618 1.9012 0.195
C -4.0413 0.5880 1.7764 -10.3053 6.5160 3.9164 -0.445
C -3.3579 -0.1832 1.0709 3.4722 -8.0894 -2.1850 -0.517
C -1.9808 0.0252 0.9048 0.6532 -0.0562 0.9597 0.108
N -1.2548 -1.1151 0.4670 2.4327 0.7965 0.5462 0.650
C -0.1174 -1.8133 1.1648 -7.9923 5.5673 -1.7017 0.382
C 0.2992 -1.3032 2.3532 7.5730 -2.5286 1.5671 -1.332
C 1.5058 -0.4634 2.0888 3.8133 7.4080 -0.9193 0.283
C 2.4739 -0.4759 1.0437 -10.6908 -11.9690 5.1110 -0.240
C 3.3989 0.2901 0.7012 1.7585 8.8050 2.2398 0.175
O 4.1355 0.3450 -0.1738 4.8291 -0.6725 -4.7482 -0.554
N 3.2592 1.4704 1.5369 2.4731 7.2908 -0.6224 -0.157
C 2.2274 2.0478 2.2718 1.1449 -2.7428 7.2338 0.524
O 2.1853 2.9715 3.1466 0.5556 0.2126 -4.7173 -0.665
N 1.6056 0.9191 2.8940 -4.4348 -5.7372 -2.2544 -0.310
N 0.3211 -2.6835 0.4867 0.9267 -5.9742 -6.1980 -0.361
N -0.3671 -2.7804 -0.7695 -1.4700 4.4268 0.5356 -0.706
C -1.2627 -1.5594 -0.7892 3.0018 -7.0341 2.5290 0.435
S -2.3197 -1.0652 -2.0214 0.4013 1.0738 -0.5230 -0.201
C -1.2946 0.6266 -2.1215 -10.2601 -1.1667 -0.3904 -1.105
C -0.0664 0.3081 -1.9904 17.0163 1.8722 5.9989 0.190
O 0.5924 1.0828 -1.0100 -2.8266 -3.6079 -4.0622 -0.663
N 0.7312 -0.5797 -2.6777 -4.6715 0.8538 -3.7600 0.143
C 2.1622 -0.8229 -2.8348 -1.1837 5.7634 7.3857 0.321
C 2.3795 -2.2435 -2.3973 3.6765 -0.9321 -4.1402 -0.752
C 2.7289 -2.6533 -3.9219 -5.1804 -2.0790 -0.4631 -0.826
C 3.4565 -1.5295 -4.4848 4.2257 -5.9336 -7.9095 -0.079
C 2.9098 -0.3791 -4.1494 -6.0394 9.6625 3.7552 -0.835
C -1.4739 1.2554 1.3723 6.8930 -5.8182 -4.5353 0.348
C -2.3897 2.0832 1.6761 5.1275 11.0808 2.4765 -0.153
H -6.2370 3.8314 3.1904 1.0178 -2.5951 -0.9678 0.237
H -6.1724 2.0677 3.4291 0.5155 -2.0921 1.6833 0.382
H -6.3038 2.6744 1.7895 0.5826 -0.2231 0.2123 0.375
H -5.3386 0.2960 1.8411 4.2113 1.0334 0.3611 0.135
H -3.8108 -1.2700 1.0584 1.2880 2.0852 -0.9728 0.257
H 0.8200 -2.2342 2.7524 -0.8855 0.9048 0.7078 0.282
H -0.2564 -0.8285 3.0099 -3.3090 1.7559 2.9249 0.873
H 2.4595 -1.4952 0.6379 0.0493 0.4523 -0.7619 0.460
H 3.9445 2.3199 1.3106 -1.5163 -2.7406 0.1806 0.303
H 0.6604 0.9835 3.3851 2.0460 0.9372 -0.7560 0.363
H -1.7584 1.2860 -1.4464 0.0800 0.6906 1.0333 0.430
H -1.5727 0.8728 -3.0572 -0.8130 1.1684 -3.4686 0.679
H 0.1989 -0.8567 -3.5463 0.5321 -0.2548 1.2449 0.355
H 2.3755 0.0353 -1.8732 0.5374 -2.5734 -2.5710 -0.089
H 1.6124 -2.9283 -2.0698 -0.2264 0.6721 0.6610 0.353
H 3.3975 -2.3638 -2.0036 -0.5793 0.0547 1.1045 0.292
H 3.1280 -3.6361 -4.1639 0.1234 -0.0301 0.3576 0.436
H 1.5673 -2.6649 -4.3937 2.8784 -0.0984 0.6775 0.190
H 4.4785 -1.6028 -4.1073 0.3761 -0.0192 -0.6630 0.253
H 3.3479 -1.5188 -5.8101 1.2612 -0.7306 3.6566 0.249
H 2.0683 0.1848 -4.7879 1.5922 -1.7689 0.7289 0.224
H 3.5763 0.5222 -3.9322 -0.5730 -1.4324 -0.1144 0.209
H -0.3305 1.5948 1.2035 -2.9886 -1.1501 0.3618 -0.021
H -1.8975 3.1828 1.9105 -1.6248 -2.3571 -0.6000 0.152

No. 2
34
Properties=species:S:1:pos:R:3:forces:R:3:mulliken_charge:R:1 method="wB97M-V/def2-TZVPD" e_above_lowest_kj_mol=484.3 lumo_ev=5.08 homo_energy_ev=1.77 charge=-2 orbital_gap_ha=0.122 max_force_ev_per_a=5.942
C 1.5924 24.1866 19.0653 -0.1931 -2.2798 0.8630 -0.078
O 2.2942 23.1446 19.6334 -5.0822 -0.3497 0.0455 -0.706
H 1.2501 23.8682 18.0807 -0.2536 0.7352 0.2604 0.169
H 0.7074 24.6233 19.5282 -1.2123 -0.0506 0.9629 0.288
H 2.2193 25.0783 19.0690 0.2673 1.3743 -0.9279 0.206
C 3.9747 23.3123 16.9337 1.0414 -3.0864 1.8053 -0.019
O 4.3970 22.2014 17.7040 0.1286 1.0420 -1.3146 -1.021
H 3.1819 23.9045 17.3907 -0.2212 -0.3345 0.0979 -0.539
H 4.7506 24.0608 16.7735 0.7478 0.3316 -0.6875 0.230
H 3.6394 22.8087 16.0270 0.1680 1.3586 -0.2572 -0.157
C 3.1621 26.2256 16.2823 0.3284 1.7631 1.3239 -0.500
O 4.3270 26.8618 16.9966 -0.8602 -0.4796 -2.1068 -0.526
H 2.4996 27.0547 16.0337 -0.2675 0.0404 -0.2687 0.468
H 3.4108 25.7056 15.3571 0.6343 -0.0007 0.4125 0.038
H 2.6355 25.5827 16.9877 0.2428 -0.0728 -0.2458 0.347
H 4.0174 27.6710 17.4100 -0.2730 -0.1450 -0.0025 0.270
C 5.0009 25.0509 19.1842 -0.9582 -1.0994 -0.0727 -0.399
O 4.1374 24.0672 19.7346 4.9762 3.0587 1.0912 -0.450
H 4.5300 25.5256 18.3234 0.4879 -0.3547 0.3858 -0.103
H 5.2486 25.8670 19.8630 0.2680 0.4239 0.6774 0.292
H 5.9139 24.5449 18.8702 0.3682 0.0956 -0.1899 0.238
H 3.2448 24.1682 19.3960 0.6575 -1.2044 0.4005 0.159
C 2.9483 22.7026 13.9111 0.8140 -1.2374 -1.1294 -0.724
O 2.0773 21.9924 12.9939 -0.5825 0.5525 -0.2553 -0.542
H 3.9803 22.5974 13.5766 0.1519 0.1090 0.1081 0.448
H 2.6606 23.7533 13.9490 0.4424 -0.3199 -0.5617 0.122
H 2.8259 22.3131 14.9218 0.8318 -0.1874 -1.4257 0.352
H 2.5124 21.2769 12.5246 0.3645 0.1707 0.4178 0.281
C 1.2146 23.3216 15.8492 0.0887 0.2645 0.9699 0.185
O -0.1229 23.0362 16.0055 -3.0169 -0.8991 -0.7135 -0.635
H 1.7487 22.3730 15.7940 -0.9001 0.3463 0.8739 0.326
H 1.4360 23.8626 14.9292 -0.6003 0.3292 0.5822 0.071
H 1.4193 23.8349 16.7887 1.2686 0.0972 -1.2819 -0.383
H -0.6252 23.8494 16.0955 0.1427 0.0086 0.1629 0.292

No. 3
12
Properties=species:S:1:pos:R:3:forces:R:3:mulliken_charge:R:1 method="wB97M-V/def2-TZVPD" e_above_lowest_kj_mol=0.0 lumo_ev=3.53 homo_energy_ev=-5.02 charge=-1 orbital_gap_ha=0.314 max_force_ev_per_a=3.785
N -1.4778 -0.7786 -0.3588 0.8115 1.8273 -0.8346 -0.624
N -0.8991 1.8299 -0.2295 -0.1304 -0.4776 2.2268 -0.759
O 1.1627 -1.1411 -1.4919 -0.4408 -0.3904 -0.5207 -0.549
O 3.1002 -0.4934 -0.1914 -0.2749 0.4381 -0.5107 -0.524
O 0.7907 -0.1511 0.9690 -2.2062 -1.4174 -2.1248 -0.573
O -1.5524 0.3792 1.9797 -0.6981 0.3943 1.1845 -0.660
P -1.0173 0.5109 0.6352 1.1602 0.0306 -3.6025 0.788
S 1.8521 -0.0729 -0.8153 1.4188 -0.0611 1.1435 0.721
H -0.7646 -0.9284 -1.1200 -1.1597 -0.3587 1.3382 0.359
H -1.6665 -1.5069 0.2709 0.0497 -1.7890 0.3282 0.231
H -0.5186 1.7840 -1.1521 0.1246 -0.3422 -0.4021 0.259
H 0.9905 0.5683 1.5043 1.3452 2.1461 1.7743 0.332

No. 4
59
Properties=species:S:1:pos:R:3:forces:R:3:mulliken_charge:R:1 method="wB97M-V/def2-TZVPD" e_above_lowest_kj_mol=0.0 lumo_ev=0.94 homo_energy_ev=-10.44 smiles="CCCCCCCCCCCCCCCCCCC(=O)O" orbital_gap_ha=0.418 max_force_ev_per_a=0.693
C -4.5502 -1.3735 1.3981 -0.0576 0.0274 -0.2271 -1.297
C -4.4899 -0.4624 0.1781 0.1583 0.0520 0.3079 -0.460
C -3.6150 0.7623 0.4387 -0.1549 -0.1126 -0.4249 -0.259
C -3.4847 1.6468 -0.8008 0.0465 0.2392 0.3793 -0.747
C -2.5403 2.8345 -0.6047 0.0280 -0.3104 -0.1974 -0.852
C -1.0641 2.4447 -0.5306 -0.2071 0.4511 0.1552 0.018
C -0.1697 3.6793 -0.4177 0.2124 -0.2932 -0.1970 -1.189
C 1.3229 3.3457 -0.3850 -0.1914 0.0740 0.2773 -0.374
C 1.7762 2.7539 0.9484 0.2282 0.0859 -0.1733 -0.386
C 3.2891 2.5336 1.0248 -0.0731 -0.0779 -0.1014 -1.123
C 3.8328 1.4731 0.0649 -0.1132 -0.0241 0.3182 -0.731
C 3.3524 0.0632 0.4000 0.1946 0.1293 -0.4409 0.237
C 3.8121 -0.9584 -0.6376 -0.0344 -0.1558 0.3176 -0.805
C 3.3893 -2.3893 -0.2995 -0.1746 0.2381 -0.2290 -0.914
C 1.8766 -2.5284 -0.1360 0.3429 -0.3460 0.0727 -0.041
C 1.4194 -3.9844 -0.1096 -0.1920 0.2192 0.1772 -1.003
C -0.0415 -4.1315 0.3175 0.0813 -0.0334 -0.1570 -0.764
C -1.0099 -3.3769 -0.5956 0.1172 -0.0390 0.1964 -0.705
C -1.0818 -1.9067 -0.2692 -0.0787 -0.0132 0.1657 0.823
O -1.0147 -1.4289 0.8327 0.0427 -0.0129 0.2080 -0.594
O -1.2754 -1.1580 -1.3601 -0.1170 0.2825 -0.6217 -0.594
H -5.1526 -2.2556 1.1920 -0.0635 -0.1128 0.0716 0.383
H -4.9884 -0.8485 2.2441 -0.0489 0.0150 0.1374 0.383
H -3.5487 -1.6933 1.6776 0.0846 -0.0543 0.0803 0.232
H -5.4986 -0.1407 -0.0924 -0.0144 -0.0032 -0.1020 0.471
H -4.0862 -1.0218 -0.6703 -0.0271 0.0272 -0.0865 0.260
H -4.0504 1.3487 1.2511 0.0226 0.0507 0.0877 0.546
H -2.6350 0.4227 0.7772 0.0459 0.0117 0.0784 -0.066
H -3.1444 1.0486 -1.6516 -0.0342 -0.0400 -0.1076 0.260
H -4.4763 2.0282 -1.0580 -0.0273 -0.0756 -0.1039 0.412
H -2.8173 3.3642 0.3094 -0.0268 0.0974 0.0287 0.314
H -2.6732 3.5283 -1.4389 0.0149 0.0938 0.0377 0.409
H -0.8953 1.7963 0.3301 0.0399 -0.1613 0.0050 0.251
H -0.7893 1.8982 -1.4387 0.0515 -0.0959 -0.0585 0.248
H -0.4357 4.2372 0.4829 -0.0476 0.0818 0.0226 0.394
H -0.3667 4.3279 -1.2755 -0.0698 0.0553 0.0297 0.401
H 1.5452 2.6511 -1.1969 0.0622 0.0083 -0.1147 0.221
H 1.8916 4.2610 -0.5683 0.0905 -0.0139 -0.0622 0.336
H 1.2592 1.8126 1.1341 -0.0977 -0.0368 0.0932 0.033
H 1.4920 3.4431 1.7479 -0.0852 -0.0241 0.0396 0.446
H 3.7896 3.4830 0.8166 0.0229 0.0536 0.0867 0.401
H 3.5474 2.2430 2.0462 0.0832 0.0478 0.0452 0.387
H 4.9250 1.4952 0.1053 0.0270 -0.0044 -0.0922 0.426
H 3.5436 1.7205 -0.9581 0.0548 -0.0011 -0.1010 0.331
H 2.2642 0.0573 0.4424 -0.1013 -0.0392 0.1023 -0.211
H 3.7275 -0.2234 1.3852 -0.0527 -0.0277 0.1244 0.251
H 3.3976 -0.6857 -1.6118 0.0254 0.0274 -0.0767 0.359
H 4.9012 -0.9209 -0.7228 0.0325 0.0589 -0.0799 0.328
H 3.7264 -3.0515 -1.1013 0.0497 -0.0901 0.0310 0.380
H 3.8828 -2.7082 0.6212 0.0486 -0.0824 0.0315 0.341
H 1.3864 -2.0103 -0.9633 -0.0582 0.1455 -0.0310 0.248
H 1.5665 -2.0508 0.7939 -0.0804 0.0959 -0.0297 0.309
H 2.0420 -4.5422 0.5938 0.0622 -0.0608 -0.0326 0.380
H 1.5584 -4.4299 -1.0980 0.0626 -0.0648 -0.0318 0.316
H -0.3047 -5.1908 0.3185 -0.0635 0.0208 0.0503 0.414
H -0.1637 -3.7500 1.3332 -0.0356 -0.0771 0.0290 0.353
H -0.7486 -3.4959 -1.6472 -0.0606 -0.0327 -0.0233 0.356
H -2.0227 -3.7644 -0.4522 -0.0289 0.0530 -0.0809 0.325
H -1.3824 -0.2219 -1.1136 0.0846 -0.2263 0.1965 0.131